{
  "formula": "C21H29N2O4S3SiTc",
  "method": "ωB97M-V with the def2-TZVPD basis set",
  "elements": ["Tc", "S", "C", "C", "C", "C", "N", "C", "C", "C", "S", "C", "N", "H", "H", "O", "C", "C", "C", "C", "C", "O", "Si", "S", "O", "C", "C", "C", "C", "O", "C", "C", "C", "C", "H", "H", "H", "H", "H", "H", "H", "H", "H", "H", "H", "H", "H", "H", "H", "H", "H", "H", "H", "H", "H", "H", "H", "H", "H", "H", "H"],
  "xyz": [[-0.6028, 1.7109, 1.9939], [-0.1873, 3.0690, 3.8208], [-0.7904, 2.2075, 5.1679], [-0.7603, 2.8142, 6.4379], [-1.2172, 2.1248, 7.5324], [-1.2010, 2.7601, 8.8260], [-1.1913, 3.2846, 9.8478], [-1.6975, 0.7983, 7.3852], [-1.7370, 0.2030, 6.1459], [-1.2950, 0.9052, 5.0188], [-1.3045, 0.1294, 3.4786], [-2.1354, 0.0533, 8.5380], [-2.4760, -0.5446, 9.4579], [-0.3818, 3.8213, 6.5559], [-2.1124, -0.8072, 6.0469], [-3.1524, 3.2852, 1.3008], [-2.2205, 2.7080, 1.5607], [-2.0585, -3.2235, -0.8650], [-0.6649, -2.8751, -1.3460], [0.3892, -3.7350, -0.6680], [-0.5637, -2.9690, -2.8622], [-0.4494, -1.4836, -0.9448], [0.6105, -0.3886, -1.4309], [0.6716, 0.9465, 0.4261], [2.0918, -0.9425, -1.5792], [3.3236, -0.5048, -2.2336], [3.4878, 0.9948, -2.0410], [4.4404, -1.2706, -1.5569], [3.2101, -0.8660, -3.7036], [0.2069, 0.6115, -2.6021], [-0.9636, 1.3568, -3.0491], [-0.6929, 2.8196, -2.7482], [-1.0685, 1.1125, -4.5417], [-2.2084, 0.8648, -2.3272], [-2.3104, -4.2448, -1.1544], [-2.7944, -2.5462, -1.3034], [-2.1150, -3.1459, 0.2221], [0.3035, -4.7684, -1.0094], [0.2592, -3.7163, 0.4158], [1.3911, -3.3726, -0.9057], [-0.7563, -3.9907, -3.1914], [0.4382, -2.6872, -3.2036], [-1.2957, -2.3117, -3.3397], [3.5056, 1.2454, -0.9773], [2.6733, 1.5409, -2.5226], [4.4291, 1.3236, -2.4828], [4.4771, -1.0309, -0.4927], [5.3987, -1.0074, -2.0067], [4.2869, -2.3449, -1.6678], [2.3516, -0.3630, -4.1547], [3.0920, -1.9443, -3.8232], [4.1105, -0.5563, -4.2363], [0.2132, 3.1517, -3.2563], [-0.5648, 2.9731, -1.6743], [-1.5281, 3.4336, -3.0900], [-0.1608, 1.4468, -5.0462], [-1.9182, 1.6602, -4.9530], [-1.2088, 0.0487, -4.7451], [-2.1169, 1.0042, -1.2464], [-2.3829, -0.1950, -2.5216], [-3.0767, 1.4265, -2.6750]],
  "gap_ev": [5.50, 6.02],
  "charge": 1,
  "spin_multiplicity": 2,
  "lumo_energy_ev": [-6.79, -6.33],
  "homo_ev": [-12.3, -12.3],
  "s2": 1.100,
  "max_force_ev_per_a": 1.387
}

{
  "formula": "C21H29N3OS",
  "method": "ωB97M-V with the def2-TZVPD basis set",
  "elements": ["O", "C", "C", "H", "H", "C", "N", "C", "C", "N", "C", "H", "H", "C", "C", "N", "C", "C", "S", "C", "C", "C", "C", "H", "H", "H", "H", "H", "H", "H", "H", "H", "H", "H", "H", "H", "H", "C", "C", "C", "C", "C", "C", "C", "H", "H", "H", "H", "H", "H", "H", "H", "H", "H", "H"],
  "xyz": [[3.3857, -3.2157, 1.5597], [2.5831, -4.2654, 1.0739], [1.0806, -4.0060, 1.1896], [0.5526, -4.9376, 0.9808], [0.8514, -3.6972, 2.2111], [0.5554, -2.9359, 0.2168], [-0.8771, -3.1246, 0.0475], [-1.6205, -2.6740, 1.2041], [-1.2345, -1.2728, 1.6928], [0.1980, -1.2300, 1.9309], [0.9173, -1.5253, 0.7020], [1.9883, -1.4735, 0.9003], [0.6829, -0.7925, -0.0852], [0.6378, 0.0110, 2.5480], [0.4897, 1.2211, 1.6843], [1.3885, 1.6492, 0.8755], [0.9941, 2.7492, 0.1854], [-0.2667, 3.1854, 0.4592], [-0.9995, 2.1615, 1.6503], [-0.9072, 4.3936, -0.1267], [-0.0923, 4.8736, -1.3312], [1.4020, 4.8690, -1.0139], [1.8935, 3.4401, -0.7855], [1.8944, 2.8863, -1.7291], [2.9140, 3.4301, -0.3994], [1.5809, 5.4626, -0.1147], [1.9589, 5.3239, -1.8349], [-0.2722, 4.2128, -2.1814], [-0.4165, 5.8777, -1.6105], [-0.9474, 5.1826, 0.6326], [-1.9370, 4.1749, -0.4202], [0.0685, 0.1456, 3.4722], [1.6994, -0.0988, 2.7889], [-1.7506, -1.0639, 2.6342], [-1.5497, -0.5214, 0.9521], [-2.6868, -2.7011, 0.9733], [-1.4319, -3.3856, 2.0143], [-1.4399, -2.7987, -1.2516], [-1.5323, -1.3342, -1.6191], [-2.6633, -0.5942, -1.2936], [-2.7366, 0.7555, -1.5887], [-1.6803, 1.3838, -2.2248], [-0.5538, 0.6559, -2.5655], [-0.4829, -0.6935, -2.2677], [0.3968, -1.2573, -2.5461], [0.2716, 1.1377, -3.0698], [-1.7429, 2.4345, -2.4652], [-3.6212, 1.3167, -1.3236], [-3.4965, -1.0798, -0.8044], [-0.8328, -3.3203, -1.9979], [-2.4451, -3.2339, -1.2723], [1.0289, -3.0988, -0.7569], [2.8728, -4.3924, 0.0279], [2.8248, -5.1955, 1.6117], [3.1055, -3.0142, 2.4602]],
  "gap_ev": 8.53,
  "lumo_energy_ev": 0.67,
  "smiles": "OCC[C@@H]1CN(Cc2nc3c(s2)CCCC3)CCN1Cc1ccccc1",
  "homo_ev": -7.9,
  "max_force_ev_per_a": 0.931
}

{
  "formula": "C21H29N5O2",
  "method": "ωB97M-V with the def2-TZVPD basis set",
  "elements": ["C", "C", "C", "N", "N", "C", "C", "C", "N", "C", "O", "C", "C", "C", "C", "N", "C", "C", "C", "C", "C", "C", "N", "O", "C", "C", "C", "C", "H", "H", "H", "H", "H", "H", "H", "H", "H", "H", "H", "H", "H", "H", "H", "H", "H", "H", "H", "H", "H", "H", "H", "H", "H", "H", "H", "H", "H"],
  "xyz": [[-8.1430, 2.8579, 1.3551], [-7.1643, 1.8150, 1.7924], [-6.1309, 1.9286, 2.7448], [-5.4565, 0.7971, 2.8845], [-6.0391, -0.0584, 2.0397], [-5.4982, -1.3912, 1.8755], [-4.2105, -1.3963, 1.0646], [-3.6987, -2.8159, 0.8555], [-2.4368, -2.8521, 0.1375], [-1.2520, -2.7822, 0.8025], [-1.1954, -2.5094, 1.9875], [-0.0103, -3.0382, -0.0302], [1.1024, -2.0628, 0.3252], [0.7778, -0.5925, -0.0385], [1.9333, -0.1551, -0.9407], [3.0269, -1.0369, -0.5477], [4.1539, -1.0154, -1.4536], [4.8779, 0.3088, -1.4433], [5.1267, 0.9673, -0.2410], [5.8056, 2.1717, -0.2268], [6.2650, 2.7356, -1.4136], [6.9938, 4.0426, -1.3293], [7.8001, 4.3520, -2.3884], [6.8634, 4.7920, -0.3820], [6.0113, 2.0872, -2.6159], [5.3171, 0.8856, -2.6273], [2.4043, -2.3442, -0.4275], [-7.0613, 0.5127, 1.3623], [-8.8785, 2.4383, 0.6691], [-8.6840, 3.2774, 2.2043], [-7.6455, 3.6830, 0.8429], [-5.8590, 2.7887, 3.3371], [-5.3229, -1.8054, 2.8692], [-6.2674, -1.9952, 1.3897], [-4.3866, -0.9181, 0.0971], [-3.4526, -0.8154, 1.5912], [-3.5485, -3.2980, 1.8233], [-4.4256, -3.4059, 0.2930], [-2.4297, -3.1277, -0.8281], [0.3073, -4.0657, 0.1739], [-0.2418, -2.9760, -1.0981], [1.2785, -2.1355, 1.3973], [-0.1840, -0.4997, -0.5473], [0.7284, 0.0203, 0.8597], [1.6770, -0.3144, -2.0042], [2.2114, 0.8916, -0.8203], [4.8476, -1.8042, -1.1467], [3.8417, -1.2502, -2.4874], [4.7654, 0.5287, 0.6805], [5.9902, 2.6991, 0.6994], [8.1217, 3.6338, -3.0113], [8.3721, 5.1731, -2.2845], [6.3150, 2.5317, -3.5556], [5.1037, 0.3974, -3.5711], [3.0615, -3.0449, 0.0907], [2.1799, -2.7655, -1.4270], [-7.6378, -0.0447, 0.6415]],
  "gap_ev": 9.42,
  "lumo_energy_ev": 0.62,
  "smiles": "Cc1cnn(CCCNC(=O)C[C@@H]2CCN(Cc3ccc(C(N)=O)cc3)C2)c1",
  "homo_ev": -8.8,
  "max_force_ev_per_a": 0.251
}

{
  "formula": "C21H29N5O2S3Zn",
  "method": "ωB97M-V with the def2-TZVPD basis set",
  "elements": ["Zn", "C", "C", "C", "C", "C", "C", "C", "C", "C", "C", "H", "H", "H", "H", "H", "H", "H", "H", "H", "H", "H", "H", "H", "H", "H", "C", "N", "C", "N", "S", "H", "H", "H", "H", "H", "H", "N", "C", "C", "C", "C", "C", "C", "S", "O", "O", "N", "C", "S", "C", "C", "N", "H", "H", "H", "H", "H", "H", "H", "H"],
  "xyz": [[0.9043, -0.8199, 0.4353], [0.4116, 1.3435, 2.6669], [0.5273, -0.0224, 2.8561], [-0.4318, -0.6845, 1.9744], [-1.1507, 0.3823, 1.3021], [-0.6138, 1.5893, 1.7032], [-1.0016, 2.9263, 1.1494], [-2.2792, 0.2011, 0.3324], [-1.0578, -2.0296, 2.2826], [1.3620, -0.7222, 3.8895], [1.2376, 2.3925, 3.3502], [-0.6177, 3.7459, 1.7585], [-2.0874, 3.0380, 1.0981], [-0.6210, 3.0673, 0.1318], [-1.9502, 0.2672, -0.7100], [-3.0402, 0.9711, 0.4781], [-2.7645, -0.7693, 0.4516], [-0.3225, -2.7584, 2.6256], [-1.5420, -2.4603, 1.4045], [-1.8187, -1.9382, 3.0655], [2.4390, -0.5365, 3.7998], [1.2337, -1.8027, 3.8388], [1.0845, -0.4088, 4.9003], [2.1153, 2.6860, 2.7643], [1.5943, 2.0442, 4.3230], [0.6633, 3.3032, 3.5263], [4.4349, 2.4274, 1.4188], [3.7981, 1.1289, 1.3249], [3.8759, 0.3288, 0.2709], [4.5011, 0.7766, -0.8234], [3.2570, -1.2626, 0.2784], [4.3118, 2.8003, 2.4310], [3.9771, 3.1484, 0.7373], [5.5035, 2.3519, 1.2056], [3.3323, 0.7413, 2.1304], [4.7652, 1.7421, -0.9248], [4.4035, 0.2247, -1.6597], [-5.8715, -2.0690, -3.0341], [-4.5010, -2.1618, -2.8583], [-3.9361, -3.2751, -2.2354], [-2.5636, -3.3805, -2.0944], [-1.7358, -2.3805, -2.5807], [-2.2870, -1.2698, -3.2094], [-3.6550, -1.1590, -3.3455], [0.0089, -2.5145, -2.3533], [0.6412, -2.4445, -3.6469], [0.2280, -3.6480, -1.4988], [0.4088, -1.2095, -1.4937], [0.8338, -0.0394, -2.0320], [1.2009, 0.3712, -3.6780], [1.6413, 1.9636, -3.1518], [1.5243, 2.0602, -1.8096], [1.0781, 0.9300, -1.1717], [-6.4430, -2.6372, -2.4331], [-6.2444, -1.1505, -3.2014], [-4.5796, -4.0599, -1.8557], [-2.1239, -4.2335, -1.5959], [-1.6484, -0.4849, -3.5954], [-4.0812, -0.2901, -3.8330], [1.9480, 2.7209, -3.8536], [1.7230, 2.9485, -1.2258]],
  "gap_ev": 7.07,
  "lumo_energy_ev": 0.16,
  "homo_ev": -6.9,
  "max_force_ev_per_a": 0.367
}